1.
C16H15BaN as an isolated structure at a distorted geometry. Source: the Open Molecules 2025 dataset; level of theory: ωB97M-V with the def2-TZVPD basis set.

Gap between HOMO and LUMO in eV: 2.7109
Total charge: -2
LUMO level in eV: 4.3570
Max |F| in eV/Å: 2.50
ΔE to the lowest compared entry with this formula, charge and spin in kJ/mol: 0.0

XYZ file:
```
33
C16H15BaN (ωB97M-V with the def2-TZVPD basis set)
C 0.026 -1.471 -3.769
C -1.317 -1.633 -3.276
C -1.248 -2.353 -2.030
C 0.135 -2.613 -1.745
C 0.921 -2.078 -2.819
Ba -0.424 0.200 -1.046
C -0.991 2.281 -2.946
C 0.405 2.183 -3.236
C 0.800 2.543 -4.543
N 1.334 1.652 -2.362
H -2.100 -2.618 -1.387
H -2.222 -1.245 -3.752
H 0.525 -3.139 -0.863
H 2.006 -2.141 -2.920
H 0.318 -0.964 -4.687
H -1.643 1.816 -3.675
H 2.269 1.717 -2.776
H -1.393 2.478 -1.931
H -0.005 2.900 -5.170
H 1.839 2.577 -4.837
C 0.748 -0.338 1.141
C 0.055 -0.048 2.127
C -0.028 -0.025 3.539
C -1.094 0.570 4.220
C -1.093 0.626 5.613
C 0.012 0.063 6.309
C 1.097 -0.544 5.629
C 1.066 -0.581 4.239
H -1.887 0.982 3.600
H -1.941 1.098 6.142
H 0.023 0.098 7.402
H 1.954 -0.984 6.180
H 1.854 -1.010 3.628
```

Which charges does Löwdin predict for the atoms? In e, they are: -0.2006 -0.2798 -0.3706 -0.3182 -0.2220 1.7225 -0.3424 -0.7941 -0.1483 -0.2404 0.0610 0.0685 0.0682 0.0711 0.0714 -0.0269 -0.0240 -0.0801 -0.0372 -0.0445 -0.3055 -0.3040 -0.3093 -0.0717 -0.1132 -0.1359 -0.1122 -0.0528 0.1024 0.0908 0.0743 0.0949 0.1087

2.
C16H15BrCo as an isolated structure at a distorted geometry. Source: the Open Molecules 2025 dataset; level of theory: ωB97M-V with the def2-TZVPD basis set.

Gap between HOMO and LUMO (alpha / beta) in eV: 5.6229 / 5.4333
Total charge: -1
LUMO level (alpha / beta) in eV: 3.4717 / 1.4007
Max |F| in eV/Å: 7.12
Expectation value of S²: 6.03
2S+1: 5

XYZ file:
```
33
C16H15BrCo (ωB97M-V with the def2-TZVPD basis set)
C 1.605 -0.123 -1.820
C 2.334 -0.923 -0.897
C 1.578 -2.112 -0.634
H 3.295 -0.685 -0.449
C 0.411 -2.092 -1.466
C 0.396 -0.823 -2.156
H -0.417 -0.449 -2.774
H 1.844 0.896 -2.110
H 1.837 -2.910 0.071
H -0.318 -2.891 -1.566
Co 0.504 -0.534 -0.235
Br -1.396 0.629 0.422
C -2.749 2.755 -1.244
C -2.823 2.321 -2.601
C -1.693 2.844 -3.295
H -3.626 1.739 -3.036
C -0.926 3.620 -2.368
C -1.584 3.574 -1.108
H -1.279 4.086 -0.206
H -3.456 2.520 -0.462
H -1.482 2.722 -4.352
H -0.027 4.179 -2.600
C 0.928 -2.201 4.200
C 1.552 -0.972 3.920
C 1.369 -0.368 2.650
C 0.582 -1.044 1.747
C -0.175 -2.165 2.040
C -0.017 -2.748 3.309
H 1.182 -2.748 5.112
H 2.174 -0.483 4.676
H 1.834 0.582 2.374
H -0.846 -2.575 1.278
H -0.611 -3.621 3.581
```

Which charges does Löwdin predict for the atoms? In e, they are: -0.1975 -0.1946 -0.2184 0.1047 -0.1793 -0.2174 0.1014 0.1007 0.1164 0.1046 0.1562 0.3183 -0.2060 -0.1489 -0.1069 0.0753 -0.1268 -0.1635 0.0838 0.0647 0.0845 0.0764 -0.1449 -0.1214 -0.1383 -0.3464 -0.1664 -0.1183 0.0771 0.0789 0.0847 0.0866 0.0805

> max |F| of number 1 (C16H15BaN)?

2.50 eV/Å